Density functional theory data (ωB97M-V/def2-TZVPD) for an isolated molecule of C5H7IO at a distorted geometry.

The total energy comes out at -15442.728 eV. The calculation puts the largest force on an atom at 3.61 eV/Å. The LUMO energy is 0.153 eV. As for the net charge: 0. The highest occupied orbital energy is -8.773 eV. The gap between HOMO and LUMO comes out at 8.926 eV.

Each line ends with the Löwdin charge.
CARTESIAN COORDINATES (ANGSTROEM)
C 0.17030 -1.49080 0.51618  -0.114
C -1.05182 0.38911 -0.87252  -0.156
C 0.05751 1.46200 0.83655  -0.076
C 0.04346 -0.69358 -0.77746  -0.314
C 1.03271 -0.27034 0.17854  -0.598
O -0.70391 1.60161 -0.24030  -0.152
I 3.28361 0.04136 0.14587  0.605
H -0.60323 -1.47883 1.26341  0.084
H 0.56439 -2.58454 0.37083  0.134
H -1.21116 0.57730 -1.94120  0.124
H -2.02069 0.08441 -0.38600  0.141
H -0.52354 1.12793 1.69625  0.098
H 0.74317 2.31581 0.94881  0.103
H 0.21919 -1.08145 -1.73895  0.122

***

Density functional theory data (ωB97M-V/def2-TZVPD) for an isolated molecule of C5H7IO2 at a distorted geometry.

The total energy comes out at -17489.600 eV. The spin multiplicity is 3. Its expectation value of S² is 2.0159. The calculation puts the largest force on an atom at 4.09 eV/Å. The LUMO energy (alpha / beta) is 0.256 / -1.763 eV. As for the net charge: 0. The highest occupied orbital energy (alpha / beta) is -8.261 / -9.926 eV. The gap between HOMO and LUMO (alpha / beta) comes out at 8.517 / 8.163 eV.

Each line ends with the Löwdin charge.
CARTESIAN COORDINATES (ANGSTROEM)
C 0.01788 0.80532 0.54520  -0.538
C 1.34062 -1.25753 0.41843  0.059
C 0.27091 -1.25956 1.44801  -0.374
C -0.81233 0.53778 -0.59808  -0.616
C -0.64119 1.45803 -1.80861  -0.098
O 0.73334 1.78099 0.59315  0.136
O -0.32431 -0.03235 1.74474  -0.130
I -2.54604 -0.60689 -0.34772  0.996
H 2.13618 -0.59093 0.62386  0.052
H 1.50022 -2.14447 -0.27490  0.096
H -0.54173 -1.96278 1.17166  0.057
H 0.65559 -1.65793 2.43183  0.140
H -0.74404 0.84675 -2.67433  0.066
H 0.32655 1.82935 -1.70084  0.051
H -1.37164 2.25423 -1.57241  0.104

***

Density functional theory data (ωB97M-V/def2-TZVPD) for C5H7IO4 as an isolated structure at a distorted geometry.

The total energy comes out at -21586.960 eV. The calculation puts the largest force on an atom at 3.78 eV/Å. The LUMO energy is 0.072 eV. As for the net charge: 0. The highest occupied orbital energy is -9.372 eV. The gap between HOMO and LUMO comes out at 9.444 eV.

Each line ends with the Löwdin charge.
CARTESIAN COORDINATES (ANGSTROEM)
C 0.34136 0.51220 1.14423  -0.601
C -1.02781 -0.85648 -1.88989  -0.155
C -2.28509 -0.38325 -1.07114  -0.099
C -0.34048 0.26003 -0.11727  -0.745
C 2.56742 0.17851 1.83236  -0.037
O -0.05413 0.88941 2.20264  0.172
O 0.06871 -0.69572 -1.01520  -0.045
O -1.65642 0.08038 0.11452  -0.054
O 1.57916 0.12873 0.83632  -0.037
I 0.09223 2.28773 -1.06803  0.856
H -1.16069 -1.82642 -2.29759  0.110
H -0.87702 -0.38745 -2.87080  0.118
H -2.82697 0.45483 -1.71555  0.159
H -2.98932 -1.01314 -0.63854  0.103
H 3.43328 -0.37248 1.57741  0.092
H 2.31500 -0.34840 2.67562  0.067
H 2.82079 1.09152 2.30091  0.096

***

Density functional theory data (ωB97M-V/def2-TZVPD) for C5H7LuO4 as an isolated structure at a distorted geometry.

The total energy comes out at -47068.314 eV. The spin multiplicity is 2. Its expectation value of S² is 0.8013. The calculation puts the largest force on an atom at 6.25 eV/Å. The LUMO energy (alpha / beta) is -14.011 / -14.364 eV. As for the net charge: +3. The highest occupied orbital energy (alpha / beta) is -21.156 / -20.966 eV. The gap between HOMO and LUMO (alpha / beta) comes out at 7.145 / 6.602 eV.

Each line ends with the Löwdin charge.
CARTESIAN COORDINATES (ANGSTROEM)
O 1.07876 -1.48232 -0.17949  -0.312
Lu -0.75053 -0.69687 -1.16420  2.218
C 2.32791 -1.70376 -0.55507  -0.147
C 3.25913 -0.76797 0.13976  0.034
H 3.10210 -1.01770 1.20048  0.177
H 2.55104 -2.77861 -0.59700  0.201
H 3.17116 -0.58887 -1.18735  0.299
H 4.30957 -1.06244 0.01534  0.147
C 1.97795 1.03884 0.80076  0.113
C 0.72069 0.47575 0.91344  -0.129
O -0.11124 0.41843 1.98239  0.169
C -1.37562 0.06731 1.74633  -0.516
O -1.78580 -0.27615 0.64050  -0.070
O -2.08590 0.17385 2.81198  0.344
H 2.19751 1.62447 -0.09623  0.129
H 2.48324 1.21003 1.75710  0.136
H -3.01063 -0.07504 2.65701  0.205

***

Looking at energy above the lowest of the compared OMol25 structures with the same formula, charge and spin for the records above, in order, we have 207.5 0.0 136.6 540.4 kJ/mol.